Molecular formula: C27H36F2N2O
Method: DFT, ωB97M-V with the def2-TZVPD basis set

**Electronic energy**: -1434.8364 a.u.
**Charge**: 0
**Highest occupied orbital energy**: -0.2889 hartree
**Gap between HOMO and LUMO**: 6.13 eV
**ΔE to the lowest compared entry with this formula, charge and spin**: 22.2 kcal/mol
**SMILES**: CC(C)(C)C1=CC(=Cc2cc(F)cc(F)c2)C=C(C(C)(C)C)C1=O.C1CN2CCN1CC2

The geometry in XYZ format:
```
68
Properties=species:S:1:pos:R:3:forces:R:3
C 9.102896 2.235362 -0.623700 0.0 0.2 0.2
C 7.775594 1.495070 -0.833720 -0.2 0.3 0.0
C 7.436667 1.529081 -2.323498 -0.1 0.1 -0.1
C 7.974209 0.031338 -0.410373 -0.2 0.0 0.3
C 6.640801 2.134251 0.016455 -0.4 0.0 -0.9
C 5.435836 2.527491 -0.505373 0.9 -1.2 -0.3
C 4.348472 3.017440 0.292095 -2.2 0.1 -1.1
C 3.031142 3.171179 -0.247572 2.7 -0.4 -0.1
C 2.109298 4.168547 0.185496 -1.7 1.7 1.1
C 2.507925 5.211276 1.091433 -0.2 -0.8 -0.4
C 1.546143 5.944059 1.767507 0.3 0.5 0.1
F 1.978070 6.882330 2.680217 -0.5 -0.9 -0.8
C 0.179473 5.781458 1.564899 0.3 -0.3 -0.2
C -0.186678 4.897562 0.542215 -0.4 0.3 0.2
F -1.535962 4.712022 0.328233 1.3 0.2 -0.1
C 0.728861 4.190819 -0.219144 0.6 -0.6 0.3
C 4.613431 3.209507 1.679609 0.7 0.3 1.5
C 5.778950 2.833619 2.293617 -0.9 0.4 0.1
C 5.978097 2.934017 3.829759 -0.2 -0.1 -0.3
C 6.102509 1.522335 4.425870 0.0 -0.1 -0.2
C 4.779506 3.633995 4.472099 -0.1 0.1 0.0
C 7.246952 3.734812 4.147036 0.1 0.0 -0.3
C 6.837252 2.226636 1.475277 1.5 -0.9 1.0
O 7.860988 1.743471 2.020037 -1.5 0.8 -0.9
H 9.368591 2.223784 0.435162 0.1 0.0 -0.2
H 9.897518 1.742668 -1.195647 -0.1 0.1 0.0
H 9.016937 3.274386 -0.955669 0.1 -0.1 0.0
H 6.504608 0.988158 -2.527641 0.2 0.1 -0.1
H 7.332106 2.563362 -2.675242 0.0 -0.2 0.0
H 8.235180 1.052255 -2.906335 -0.1 0.1 0.2
H 7.051948 -0.536032 -0.570383 0.1 -0.1 0.0
H 8.782657 -0.426637 -0.991846 -0.1 0.1 0.0
H 8.230932 -0.005987 0.650728 0.0 -0.1 -0.2
H 5.268532 2.471526 -1.582292 0.0 -0.1 0.3
H 2.725344 2.483492 -1.055870 0.4 0.8 0.1
H 3.567217 5.401034 1.262211 -0.4 0.0 0.1
H -0.546978 6.306688 2.177110 0.1 -0.1 -0.2
H 0.383886 3.612512 -1.081180 0.1 -0.1 0.6
H 3.810094 3.615784 2.288718 0.2 -0.3 -0.1
H 6.962945 1.010429 3.986907 -0.2 0.0 0.2
H 6.225401 1.568783 5.514032 0.0 0.0 -0.1
H 5.200503 0.943039 4.197899 0.1 0.0 0.1
H 4.629413 4.628367 4.030076 0.0 -0.1 0.2
H 3.865442 3.040973 4.334323 0.1 0.2 0.1
H 4.926862 3.765093 5.551439 0.1 -0.1 -0.2
H 7.161660 4.741972 3.725974 0.1 0.0 0.1
H 7.393546 3.810609 5.230568 -0.1 0.0 -0.2
H 8.116449 3.246767 3.700419 -0.1 0.1 0.2
C 0.161819 1.200993 1.617477 1.2 0.6 -0.8
C -0.683484 0.063039 2.136062 0.1 -1.5 -0.2
N -0.085453 -1.244011 1.697062 0.2 0.2 -0.1
C -0.018178 -1.275724 0.193259 -0.5 -0.6 1.5
C 0.829400 -0.136057 -0.311323 0.9 1.3 0.4
N 1.338288 0.696968 0.832636 -0.4 -0.7 0.2
C 2.150587 -0.203553 1.717529 0.2 1.3 -0.8
C 1.310465 -1.340525 2.250551 -1.5 -0.4 -0.2
H -0.412122 1.844630 0.940143 0.1 0.0 0.2
H 0.560343 1.811183 2.440032 -0.1 0.0 -0.3
H -0.720506 0.067730 3.232836 -0.1 -0.1 -0.2
H -1.701243 0.115815 1.732472 0.1 -0.1 0.2
H 0.405807 -2.243614 -0.098314 -0.2 0.1 0.1
H -1.044527 -1.198459 -0.181771 0.1 -0.2 0.1
H 1.710415 -0.505211 -0.850784 -0.2 0.2 0.0
H 0.254093 0.534054 -0.959865 0.2 -0.1 0.0
H 2.983312 -0.581431 1.111743 0.0 0.2 0.1
H 2.550519 0.413518 2.531576 0.1 -0.1 -0.2
H 1.242652 -1.298728 3.344401 -0.1 -0.2 -0.2
H 1.721869 -2.310461 1.950394 -0.1 0.1 0.2
```
Positions in Å, forces in eV/Å.